{"formula": "C3H9Co2FN3O10P", "method": "ωB97M-V/def2-TZVPD", "multiplicity": 8, "homo_lumo_gap_ev": [5.69, 4.71], "s2": 15.767, "relative_energy_kcal_mol": 4.2, "total_charge": 1, "symbols": ["H", "O", "H", "N", "H", "O", "O", "H", "Co", "O", "O", "H", "O", "H", "Co", "O", "C", "F", "O", "H", "C", "O", "O", "N", "H", "C", "P", "H", "N"], "coordinates": [[6.674, -13.032, -5.201], [6.781, -16.083, -6.000], [4.260, -10.682, -7.201], [3.259, -11.404, -3.928], [5.330, -11.174, -3.924], [8.560, -8.564, -7.432], [9.143, -9.144, -5.758], [7.258, -14.080, -3.909], [7.184, -8.327, -5.818], [5.150, -14.668, -5.657], [3.205, -10.812, -2.842], [4.531, -12.908, -3.907], [2.365, -11.745, -4.643], [4.761, -12.113, -8.048], [8.696, -10.592, -6.940], [1.880, -10.851, -7.808], [7.219, -13.953, -4.991], [6.727, -10.318, -6.210], [10.589, -7.569, -7.278], [4.345, -10.636, -9.078], [4.614, -11.899, -4.310], [2.607, -12.645, -8.758], [8.430, -6.827, -5.732], [6.326, -14.988, -5.588], [4.602, -11.841, -5.398], [4.180, -11.197, -8.158], [9.434, -7.794, -6.430], [8.176, -13.920, -5.511], [2.783, -11.563, -8.292]], "forces_ev_per_a": [[0.14, 0.05, 0.17], [-0.57, 2.88, 1.23], [0.11, 0.68, -0.53], [0.89, 0.53, 1.84], [0.11, -0.67, 0.42], [-5.29, -2.23, -5.10], [1.26, -3.84, 5.10], [0.30, -0.27, -0.20], [-0.95, -0.38, 0.01], [0.64, -0.24, 0.10], [-0.44, -0.40, -1.42], [0.99, 0.06, -0.21], [-0.91, 0.28, -0.18], [-0.13, 0.05, -0.58], [-1.55, 0.09, 0.08], [1.97, -0.49, -1.05], [-0.36, 0.56, -0.44], [1.48, 0.51, -0.31], [1.63, 1.09, 1.69], [0.76, 0.22, 0.39], [-1.02, 0.89, -0.47], [-0.56, -1.28, -1.14], [0.72, -0.92, -0.04], [-0.07, -2.54, -1.28], [0.24, -0.61, 0.16], [0.37, 0.59, 0.61], [2.75, 5.75, -1.46], [0.06, -0.57, 0.38], [-2.58, 0.24, 2.22]]}